1.
209
Properties=species:S:1:pos:R:3:lowdin_charge:R:1 method="wB97M-V/def2-TZVPD" homo_ev=-7.9 fmax_ha_per_bohr=0.1007 smiles="O=C1c2ccccc2C(=O)c2ccccc21.CCN(CC)CC.CCN(CC)CC.CCN(CC)CC.CCN(CC)CC.CCN(CC)CC.CCN(CC)CC.CCN(CC)CC.CCN(CC)CC.CC(N)=O" charge=0 energy_ha=-3236.4135
C -7.390 2.565 -1.298 -0.062
C -6.666 3.733 -2.100 -0.234
N -7.171 3.994 -3.467 -0.209
C -8.485 4.578 -3.564 -0.209
C -8.666 6.166 -3.317 -0.067
C -6.175 4.754 -4.105 -0.324
C -6.277 4.988 -5.612 -0.072
H -7.328 1.704 -1.964 0.068
H -8.386 2.810 -0.929 0.057
H -6.687 2.383 -0.485 0.060
H -6.541 4.664 -1.547 0.109
H -5.632 3.406 -2.207 0.098
H -9.132 4.197 -4.355 0.107
H -8.965 4.204 -2.660 0.083
H -8.869 6.250 -2.249 0.064
H -7.975 6.816 -3.853 0.049
H -9.438 6.715 -3.856 0.057
H -5.248 4.186 -4.032 0.107
H -6.072 5.677 -3.534 0.109
H -6.784 5.934 -5.804 0.062
H -6.522 4.137 -6.247 0.080
H -5.274 5.278 -5.926 0.066
C 1.791 -1.284 0.176 -0.074
C 0.237 -0.901 0.025 -0.216
N -0.230 0.005 1.100 -0.194
C 0.022 -0.483 2.493 -0.232
C -0.896 -1.707 2.843 -0.078
C 0.350 1.352 0.922 -0.251
C -0.316 2.183 -0.272 -0.065
H 1.782 -2.181 0.796 0.054
H 2.596 -0.586 0.404 0.063
H 2.097 -1.765 -0.753 0.056
H -0.017 -0.626 -0.999 0.092
H -0.333 -1.821 0.151 0.092
H 1.073 -0.628 2.743 0.104
H -0.199 0.333 3.182 0.097
H -0.751 -1.907 3.904 0.060
H -1.981 -1.635 2.757 0.069
H -0.528 -2.616 2.367 0.057
H 1.437 1.400 0.859 0.100
H 0.018 1.823 1.848 0.093
H -1.403 2.142 -0.199 0.064
H -0.024 1.596 -1.143 0.043
H 0.183 3.151 -0.338 0.064
C 12.140 -6.271 0.506 -0.096
C 10.860 -5.450 0.683 -0.250
N 11.042 -4.044 0.087 -0.153
C 11.323 -2.847 0.969 -0.237
C 12.394 -3.105 1.966 -0.118
C 9.890 -3.874 -0.837 -0.296
C 8.506 -3.674 -0.289 -0.085
H 12.274 -6.414 -0.566 0.071
H 12.112 -7.224 1.035 0.070
H 12.866 -5.572 0.921 0.054
H 10.065 -6.040 0.227 0.098
H 10.669 -5.454 1.756 0.100
H 11.382 -1.915 0.406 0.116
H 10.381 -2.558 1.435 0.088
H 13.427 -3.153 1.622 0.074
H 12.636 -2.168 2.466 0.068
H 12.329 -3.831 2.776 0.078
H 9.991 -4.623 -1.622 0.112
H 10.267 -3.017 -1.395 0.101
H 7.911 -3.082 -0.984 0.073
H 8.483 -3.148 0.666 0.064
H 8.091 -4.678 -0.201 0.067
C 1.876 0.374 -9.556 -0.091
C 2.182 -1.123 -9.513 -0.258
N 1.073 -1.906 -8.944 -0.195
C -0.323 -1.673 -9.400 -0.201
C -0.467 -2.023 -10.929 -0.074
C 1.439 -3.260 -8.715 -0.307
C 2.467 -3.422 -7.605 -0.086
H 0.967 0.666 -10.081 0.063
H 2.650 0.953 -10.060 0.071
H 1.834 0.646 -8.502 0.074
H 2.380 -1.299 -10.570 0.095
H 3.190 -1.467 -9.282 0.106
H -0.672 -0.706 -9.037 0.102
H -0.993 -2.335 -8.852 0.098
H -0.137 -1.129 -11.459 0.052
H -1.493 -2.202 -11.251 0.061
H 0.154 -2.806 -11.365 0.067
H 0.607 -3.936 -8.516 0.114
H 1.791 -3.728 -9.634 0.107
H 2.147 -2.956 -6.673 0.076
H 2.574 -4.479 -7.361 0.068
H 3.414 -3.015 -7.960 0.057
C 1.212 -7.315 -3.103 -0.092
C 2.631 -7.486 -2.436 -0.241
N 3.113 -8.846 -2.500 -0.188
C 2.393 -9.793 -1.631 -0.260
C 2.665 -9.775 -0.079 -0.070
C 4.605 -8.981 -2.210 -0.213
C 5.475 -8.317 -3.365 -0.085
H 1.092 -7.487 -4.173 0.064
H 0.909 -6.271 -3.178 0.059
H 0.400 -7.836 -2.594 0.057
H 3.234 -6.766 -2.990 0.105
H 2.415 -7.207 -1.405 0.099
H 1.348 -9.756 -1.938 0.099
H 2.560 -10.818 -1.963 0.101
H 3.681 -10.023 0.229 0.061
H 2.442 -8.738 0.175 0.057
H 1.936 -10.533 0.205 0.070
H 4.892 -10.032 -2.162 0.105
H 4.887 -8.563 -1.244 0.096
H 6.538 -8.516 -3.229 0.063
H 5.328 -7.241 -3.467 0.045
H 5.018 -8.610 -4.310 0.068
C 4.764 -5.357 5.114 -0.075
C 4.859 -3.919 4.490 -0.241
N 5.342 -2.929 5.386 -0.208
C 4.321 -2.453 6.288 -0.282
C 4.428 -1.047 6.901 -0.081
C 6.602 -3.071 6.128 -0.241
C 7.790 -3.729 5.369 -0.081
H 4.148 -5.514 6.000 0.061
H 5.739 -5.770 5.372 0.051
H 4.268 -6.082 4.468 0.062
H 5.656 -3.965 3.748 0.098
H 3.974 -3.689 3.896 0.113
H 3.339 -2.514 5.819 0.112
H 4.280 -3.177 7.101 0.103
H 4.394 -0.282 6.126 0.071
H 3.640 -0.929 7.645 0.073
H 5.408 -0.950 7.368 0.056
H 6.523 -3.623 7.065 0.112
H 6.930 -2.041 6.264 0.106
H 7.549 -4.737 5.032 0.056
H 8.790 -3.466 5.712 0.073
H 7.795 -3.093 4.484 0.064
C -8.406 -2.188 6.098 -0.076
C -6.972 -2.237 6.618 -0.243
N -6.987 -2.620 8.055 -0.202
C -7.290 -3.981 8.247 -0.337
C -7.942 -4.437 9.512 -0.078
C -5.695 -2.236 8.609 -0.267
C -5.997 -0.871 9.151 -0.105
H -8.333 -1.998 5.027 0.067
H -9.031 -1.390 6.497 0.079
H -8.840 -3.188 6.129 0.061
H -6.219 -2.757 6.027 0.116
H -6.545 -1.234 6.633 0.095
H -7.849 -4.428 7.425 0.106
H -6.338 -4.505 8.165 0.113
H -8.892 -3.913 9.616 0.082
H -7.871 -5.524 9.468 0.079
H -7.259 -4.176 10.320 0.065
H -4.889 -2.316 7.879 0.117
H -5.366 -2.748 9.513 0.114
H -6.318 -0.243 8.320 0.066
H -5.095 -0.442 9.586 0.068
H -6.683 -0.852 9.998 0.080
C -2.122 8.591 -2.069 -0.086
C -1.146 9.120 -3.124 -0.208
N -2.075 9.790 -4.123 -0.177
C -2.623 11.064 -3.583 -0.323
C -3.732 11.432 -4.340 -0.130
C -1.369 9.934 -5.380 -0.307
C -0.066 10.675 -5.390 -0.090
H -1.597 8.469 -1.122 0.068
H -2.598 7.683 -2.441 0.073
H -2.956 9.263 -1.866 0.054
H -0.563 9.999 -2.850 0.100
H -0.508 8.361 -3.577 0.117
H -1.871 11.851 -3.529 0.115
H -2.925 10.968 -2.540 0.106
H -4.287 10.555 -4.673 0.095
H -3.357 11.872 -5.264 0.078
H -4.447 12.151 -3.938 0.087
H -1.277 8.927 -5.788 0.110
H -1.982 10.218 -6.235 0.109
H 0.638 10.331 -4.633 0.065
H 0.373 10.762 -6.384 0.079
H -0.302 11.685 -5.054 0.065
O -4.342 -3.127 -2.160 0.058
C -4.075 -1.994 -2.385 -0.637
N -3.807 -1.235 -1.359 0.152
C -4.086 -1.318 -3.809 0.003
H -3.239 -0.410 -1.487 0.105
H -3.845 -1.691 -0.459 0.118
H -4.518 -0.321 -3.715 0.059
H -4.698 -1.794 -4.575 0.074
H -3.116 -1.126 -4.268 0.068
C 0.812 6.494 4.684 -0.072
C 0.595 5.337 5.343 -0.084
C -0.679 4.780 5.506 0.009
C -1.709 5.423 4.810 -0.052
C -1.536 6.718 4.236 -0.091
C -0.274 7.234 4.263 -0.022
C -2.644 7.578 3.658 -0.219
O -2.408 8.741 3.296 0.080
C -4.017 6.836 3.617 -0.084
C -5.087 7.568 3.110 -0.002
C -6.360 6.971 3.219 -0.046
C -6.578 5.612 3.570 -0.065
C -5.497 4.878 3.982 -0.006
C -4.214 5.505 3.997 -0.069
C -3.071 4.714 4.618 -0.298
O -3.268 3.615 4.987 0.128
H 1.829 6.844 4.590 0.112
H 1.423 4.883 5.869 0.108
H -0.693 3.862 6.074 0.119
H -0.128 8.153 3.714 0.120
H -4.866 8.583 2.814 0.114
H -7.290 7.405 2.880 0.096
H -7.581 5.217 3.508 0.105
H -5.658 3.879 4.359 0.117

***

2.
274
Properties=species:S:1:pos:R:3:lowdin_charge:R:1 method="wB97M-V/def2-TZVPD" homo_ev=-15.1 fmax_ha_per_bohr=0.0749 charge=+4 energy_ha=-8479.8232
C -13.529 -34.958 -10.294 -0.077
C -12.521 -35.270 -11.425 -0.205
C -11.335 -36.025 -10.813 -0.112
N -10.396 -36.693 -11.832 -0.250
C -9.561 -35.751 -12.670 0.037
C -9.489 -37.693 -11.155 -0.122
C -9.268 -38.879 -12.082 -0.126
C -10.469 -38.837 -13.115 -0.114
C -11.295 -37.541 -12.822 -0.076
H -13.674 -35.768 -9.661 0.043
H -14.533 -34.784 -10.713 0.078
H -13.194 -34.087 -9.703 0.073
H -12.276 -34.268 -11.853 0.125
H -13.010 -35.850 -12.135 0.069
H -11.656 -36.876 -10.222 0.121
H -10.596 -35.467 -10.219 0.111
H -9.057 -35.098 -11.948 0.085
H -10.195 -35.100 -13.293 0.118
H -8.845 -36.357 -13.231 0.116
H -8.500 -37.310 -10.982 0.128
H -9.982 -37.953 -10.197 0.139
H -8.276 -38.707 -12.541 0.121
H -9.305 -39.814 -11.553 0.109
H -10.178 -38.840 -14.162 0.105
H -11.179 -39.732 -12.956 0.139
H -11.575 -36.898 -13.644 0.118
H -12.279 -37.790 -12.324 0.138
C -18.373 -35.737 -5.505 -0.080
C -19.856 -35.766 -5.925 -0.226
C -20.032 -34.423 -6.560 -0.135
N -21.438 -34.079 -7.015 -0.240
C -21.900 -34.920 -8.182 0.041
C -21.472 -32.619 -7.352 -0.060
C -22.028 -31.857 -6.092 -0.107
C -22.293 -32.917 -5.040 -0.139
C -22.457 -34.183 -5.859 -0.074
H -18.196 -36.671 -4.934 0.097
H -18.059 -34.820 -5.114 0.031
H -17.899 -35.987 -6.454 0.080
H -20.449 -35.923 -4.984 0.126
H -19.951 -36.655 -6.547 0.114
H -19.320 -34.385 -7.421 0.145
H -19.876 -33.669 -5.778 0.114
H -22.959 -34.797 -8.448 0.119
H -21.641 -35.954 -7.968 0.107
H -21.350 -34.580 -9.013 0.075
H -22.153 -32.521 -8.166 0.125
H -20.490 -32.342 -7.668 0.105
H -22.930 -31.376 -6.347 0.093
H -21.381 -31.075 -5.682 0.111
H -23.108 -32.670 -4.370 0.113
H -21.411 -33.091 -4.420 0.095
H -23.423 -34.350 -6.331 0.135
H -22.262 -35.080 -5.325 0.107
C -14.523 -34.063 -3.887 -0.035
O -13.059 -33.905 -3.794 -0.233
C -12.353 -35.004 -4.390 -0.172
C -11.979 -35.914 -3.222 -0.100
N -11.146 -35.077 -2.301 0.052
H -10.216 -34.996 -2.704 0.183
H -11.612 -34.159 -2.301 0.151
C -11.123 -35.691 -0.917 -0.058
C -12.407 -35.299 -0.196 -0.250
O -12.625 -33.995 -0.519 -0.190
C -13.426 -33.310 0.444 -0.055
H -14.848 -34.900 -3.211 0.109
H -14.798 -34.142 -4.938 0.090
H -14.889 -33.134 -3.483 0.070
H -11.385 -34.532 -4.795 0.160
H -12.983 -35.417 -5.132 0.111
H -11.321 -36.723 -3.514 0.133
H -12.826 -36.365 -2.630 0.149
H -10.286 -35.223 -0.403 0.141
H -10.981 -36.776 -0.962 0.147
H -12.307 -35.531 0.842 0.128
H -13.303 -35.864 -0.477 0.135
H -14.515 -33.329 0.221 0.106
H -13.153 -32.211 0.486 0.113
H -13.247 -33.649 1.452 0.085
C -6.936 -25.535 -10.100 -0.100
O -7.446 -26.791 -10.340 -0.211
C -6.517 -27.817 -10.375 -0.198
C -7.132 -29.250 -10.405 -0.044
N -7.872 -29.447 -9.119 0.051
H -8.158 -30.445 -9.047 0.123
H -7.320 -29.304 -8.277 0.177
C -9.087 -28.663 -9.026 -0.142
C -9.716 -28.944 -7.685 -0.200
O -8.805 -28.645 -6.660 -0.175
C -8.933 -27.311 -6.211 -0.088
H -5.909 -25.329 -10.468 0.112
H -6.931 -25.376 -9.056 0.073
H -7.618 -24.816 -10.546 0.101
H -5.896 -27.722 -9.473 0.134
H -5.883 -27.645 -11.227 0.129
H -6.319 -30.029 -10.461 0.160
H -7.853 -29.341 -11.184 0.127
H -9.803 -28.832 -9.855 0.148
H -8.857 -27.585 -9.076 0.124
H -9.976 -30.012 -7.573 0.125
H -10.584 -28.316 -7.634 0.106
H -8.855 -26.530 -6.962 0.078
H -8.243 -26.975 -5.474 0.075
H -9.951 -27.325 -5.673 0.116
C -14.487 -30.932 -7.466 -0.058
O -15.207 -29.924 -6.758 -0.207
C -16.578 -30.194 -6.887 -0.185
C -17.253 -28.879 -6.339 -0.030
N -16.620 -28.676 -4.973 0.094
H -16.917 -29.379 -4.325 0.126
H -15.621 -28.795 -5.101 0.147
C -16.840 -27.348 -4.372 -0.105
C -15.824 -26.332 -4.772 -0.197
O -14.606 -26.889 -4.332 -0.182
C -13.453 -26.476 -5.003 -0.099
H -13.450 -30.795 -7.204 0.082
H -14.647 -30.701 -8.528 0.092
H -14.835 -31.978 -7.179 0.117
H -16.805 -31.007 -6.261 0.086
H -16.863 -30.400 -7.876 0.078
H -18.303 -29.080 -6.120 0.107
H -17.065 -27.965 -6.998 0.148
H -16.670 -27.428 -3.323 0.137
H -17.845 -27.073 -4.548 0.096
H -15.952 -25.330 -4.361 0.137
H -15.873 -26.182 -5.878 0.127
H -13.459 -25.408 -5.285 0.092
H -13.321 -26.987 -5.987 0.094
H -12.575 -26.608 -4.389 0.083
C -17.632 -24.482 -8.515 -0.091
O -16.911 -23.633 -9.390 -0.190
C -16.395 -24.396 -10.553 -0.118
C -15.456 -23.338 -11.278 -0.077
N -14.598 -22.754 -10.214 0.028
H -15.022 -22.480 -9.317 0.169
H -13.964 -23.582 -9.981 0.141
C -13.825 -21.632 -10.732 -0.114
C -12.819 -21.292 -9.675 -0.180
O -13.576 -21.199 -8.459 -0.206
C -12.760 -20.961 -7.290 -0.073
H -18.465 -25.000 -8.950 0.059
H -17.927 -23.824 -7.713 0.094
H -17.028 -25.268 -8.012 0.086
H -17.221 -24.776 -11.154 0.120
H -15.716 -25.224 -10.300 0.101
H -16.016 -22.542 -11.773 0.133
H -14.839 -23.790 -12.064 0.141
H -14.494 -20.807 -10.913 0.143
H -13.267 -21.892 -11.640 0.157
H -12.353 -20.392 -9.977 0.128
H -12.192 -22.159 -9.532 0.106
H -12.051 -21.764 -7.045 0.089
H -13.464 -20.921 -6.384 0.105
H -12.214 -20.036 -7.364 0.079
C -14.486 -28.269 -11.947 -0.057
O -15.670 -27.480 -11.671 -0.205
C -16.654 -27.872 -12.617 -0.179
C -17.411 -29.205 -12.317 -0.091
N -18.612 -28.957 -11.524 0.074
H -19.285 -28.388 -11.992 0.159
H -19.020 -29.882 -11.392 0.143
C -18.367 -28.513 -10.095 -0.093
C -19.528 -27.732 -9.597 -0.211
O -19.769 -26.864 -10.708 -0.236
C -20.946 -26.067 -10.475 -0.046
H -14.702 -29.330 -11.994 0.083
H -13.796 -28.100 -11.082 0.094
H -14.031 -27.938 -12.846 0.083
H -16.294 -28.009 -13.628 0.127
H -17.338 -27.047 -12.466 0.118
H -16.818 -29.869 -11.664 0.120
H -17.663 -29.678 -13.209 0.120
H -17.391 -27.912 -9.987 0.160
H -18.215 -29.437 -9.464 0.117
H -19.258 -27.224 -8.723 0.084
H -20.407 -28.381 -9.406 0.142
H -21.156 -25.661 -11.524 0.123
H -20.616 -25.272 -9.829 0.074
H -21.750 -26.657 -10.074 0.088
C -25.960 -29.872 -4.649 -0.069
C -24.863 -29.966 -3.606 -0.206
C -24.400 -28.591 -3.143 -0.152
N -23.536 -28.546 -1.948 -0.248
C -23.155 -27.080 -1.725 -0.089
C -24.364 -26.265 -1.243 -0.162
C -25.160 -26.946 -0.161 -0.193
C -25.397 -28.380 -0.384 -0.185
C -24.095 -29.009 -0.606 -0.102
C -22.236 -29.227 -2.274 0.027
H -25.753 -29.123 -5.375 0.074
H -26.958 -29.624 -4.219 0.106
H -26.070 -30.768 -5.148 0.049
H -24.030 -30.515 -3.852 0.054
H -25.376 -30.539 -2.760 0.142
H -25.291 -28.020 -3.025 0.122
H -23.864 -28.184 -3.954 0.105
H -22.707 -26.704 -2.658 0.137
H -22.425 -27.013 -0.921 0.131
H -24.899 -25.950 -2.091 0.102
H -24.021 -25.310 -0.924 0.116
H -26.136 -26.415 -0.184 0.137
H -24.703 -26.740 0.839 0.144
H -25.988 -28.603 -1.273 0.122
H -25.909 -28.764 0.513 0.150
H -24.270 -30.049 -0.711 0.120
H -23.270 -28.761 0.063 0.151
H -21.399 -28.835 -1.609 0.140
H -22.005 -29.052 -3.324 0.081
H -22.430 -30.301 -2.054 0.119
C -17.014 -15.233 1.558 -0.086
C -16.280 -15.883 0.387 -0.240
C -16.141 -17.352 0.716 -0.153
N -15.388 -18.203 -0.287 -0.288
C -16.060 -18.021 -1.593 -0.135
C -15.633 -19.047 -2.621 -0.147
C -15.750 -20.505 -2.035 -0.147
C -14.968 -20.576 -0.737 -0.196
C -15.483 -19.643 0.288 -0.095
C -13.976 -17.779 -0.326 0.029
H -17.148 -14.182 1.202 0.101
H -16.411 -15.198 2.496 0.101
H -17.986 -15.686 1.650 0.076
H -15.351 -15.374 0.189 0.115
H -17.016 -15.763 -0.410 0.117
H -17.177 -17.773 0.824 0.155
H -15.559 -17.561 1.585 0.124
H -17.168 -18.165 -1.396 0.173
H -15.725 -17.079 -1.971 0.128
H -16.177 -18.863 -3.581 0.138
H -14.623 -18.783 -2.940 0.112
H -16.783 -20.901 -1.997 0.129
H -15.282 -21.196 -2.721 0.103
H -15.003 -21.571 -0.321 0.130
H -13.941 -20.306 -0.837 0.101
H -16.548 -19.897 0.502 0.156
H -14.883 -19.677 1.196 0.143
H -13.923 -16.842 -0.846 0.105
H -13.455 -18.497 -1.021 0.119
H -13.579 -17.785 0.692 0.131
P -18.193 -32.022 -3.366 0.209
F -16.917 -31.001 -3.074 -0.190
F -17.796 -32.280 -4.956 -0.183
F -17.191 -33.214 -2.870 -0.171
F -19.351 -33.128 -3.564 -0.154
F -18.588 -31.705 -1.849 -0.144
F -19.165 -30.822 -3.819 -0.154
P -18.074 -32.542 -10.116 0.154
F -19.290 -33.619 -10.176 -0.148
F -18.302 -32.050 -11.663 -0.154
F -19.207 -31.377 -9.674 -0.208
F -16.849 -31.477 -9.995 -0.174
F -17.879 -32.814 -8.557 -0.147
F -17.041 -33.607 -10.512 -0.084
P -9.605 -32.619 -9.846 0.193
F -9.921 -32.160 -8.336 -0.150
F -11.176 -33.020 -10.133 -0.159
F -9.947 -31.140 -10.362 -0.134
F -9.104 -33.059 -11.348 -0.167
F -8.032 -32.180 -9.596 -0.177
F -9.307 -34.086 -9.325 -0.137
P -12.252 -25.616 -9.229 0.170
F -12.872 -26.987 -8.707 -0.146
F -13.383 -25.507 -10.437 -0.190
F -13.306 -24.724 -8.368 -0.166
F -11.567 -24.223 -9.828 -0.180
F -11.199 -25.680 -8.029 -0.131
F -11.384 -26.444 -10.264 -0.127
P -20.802 -27.170 -5.791 0.100
F -20.118 -28.163 -4.640 -0.203
F -20.635 -28.324 -6.881 -0.147
F -22.235 -27.815 -5.404 -0.167
F -21.501 -26.240 -6.872 -0.116
F -21.012 -26.073 -4.648 -0.140
F -19.335 -26.675 -6.063 -0.137

***

| no. | HOMO-LUMO gap (Ha) |
| --- | --- |
| 1 | 0.2559 |
| 2 | 0.3566 |